22
Properties=species:S:1:pos:R:3:nbo_charge:R:1 method="wB97M-V/def2-TZVPD" gap_ev="7.7496 / 7.7474" e_homo_ev="-8.044 / -8.038" energy_ha=-367.17960 e_above_lowest_kj_mol=518.64
C 0.848 -0.277 -0.085 -0.062
C 0.452 -0.597 1.273 -0.628
C 1.617 1.012 -0.278 -0.639
C 1.181 -1.409 -0.957 -0.212
C 1.952 -1.363 -2.044 -0.375
H -0.574 0.043 -0.640 0.176
H 0.659 -2.331 -0.724 0.206
H 1.085 -0.203 2.062 0.227
H -0.688 -0.101 1.391 0.249
H 0.185 -1.633 1.467 0.220
H 1.528 1.379 -1.300 0.223
H 1.254 1.784 0.399 0.217
H 2.680 0.859 -0.069 0.219
H 2.079 -2.232 -2.672 0.205
H 2.486 -0.472 -2.342 0.191
C -2.217 0.359 0.931 -0.304
C -2.391 1.642 1.292 -0.342
C -1.928 0.036 -0.590 0.070
N -2.570 -0.426 -1.461 -0.289
H -2.775 -0.432 1.420 0.240
H -1.921 2.450 0.747 0.201
H -2.944 1.913 2.179 0.208


23
Properties=species:S:1:pos:R:3:nbo_charge:R:1 method="wB97M-V/def2-TZVPD" gap_ev=6.9040 e_homo_ev=-12.337 energy_ha=-421.58041 charge=+1 e_above_lowest_kj_mol=935.99
C -1.748 -0.259 1.134 0.379
C 1.338 0.407 -0.587 -0.376
C 1.949 1.399 -1.284 0.093
C -0.699 -0.552 0.305 -0.451
C 0.066 0.592 0.005 0.364
C 3.275 1.481 -1.847 -0.712
C -0.272 -1.969 -0.009 -0.641
C -0.564 1.938 0.297 -0.652
N -2.854 -2.468 1.557 -0.100
N -3.767 -2.210 2.273 -0.339
H 1.868 -0.442 -0.481 0.235
H 1.385 2.368 -1.507 0.213
H 3.411 0.600 -2.404 0.260
H 4.027 1.402 -0.977 0.272
H 3.661 2.464 -2.321 0.267
H 0.374 -2.432 0.717 0.249
H -1.194 -2.597 -0.297 0.269
H 0.196 -1.934 -0.993 0.227
H -1.359 1.775 0.882 0.249
H -0.949 2.215 -0.582 0.251
H 0.339 2.506 0.663 0.249
H -4.436 -2.908 2.553 0.346
H -4.048 -1.378 2.904 0.346


23
Properties=species:S:1:pos:R:3:nbo_charge:R:1 method="wB97M-V/def2-TZVPD" gap_ev=9.7322 e_homo_ev=-12.992 energy_ha=-421.76494 charge=+1 e_above_lowest_kj_mol=451.50 smiles="C1[NH2+]CC2=C1[C@H]1CCN2C1"
C 0.851 1.754 -0.045 -0.282
N 2.098 1.219 0.515 -0.479
C 2.132 -0.185 -0.013 -0.269
C 0.681 -0.549 0.191 0.088
C -0.055 0.565 0.193 -0.017
C -1.525 0.211 0.551 -0.261
C -1.902 -0.423 -0.806 -0.445
C -1.123 -1.695 -0.860 -0.256
N -0.307 -1.747 0.426 -0.386
C -1.183 -1.042 1.366 -0.230
H 0.880 1.788 -1.134 0.242
H 0.470 2.839 0.333 0.271
H 2.984 1.593 0.422 0.442
H 1.807 1.197 1.535 0.448
H 2.666 -0.967 0.490 0.269
H 2.469 -0.051 -1.053 0.229
H -2.106 0.952 1.003 0.246
H -1.728 0.371 -1.618 0.226
H -3.040 -0.505 -0.803 0.248
H -1.663 -2.697 -0.930 0.251
H -0.240 -1.681 -1.603 0.210
H -0.692 -0.897 2.432 0.227
H -2.177 -1.644 1.585 0.229


24
Properties=species:S:1:pos:R:3:nbo_charge:R:1 method="wB97M-V/def2-TZVPD" gap_ev="9.0445 / 9.0438" e_homo_ev="-13.546 / -13.546" energy_ha=-497.06218 charge=+1 e_above_lowest_kj_mol=232.87 smiles="C=[N+]1CCC[C@@]12CN(C)C2=O"
C -0.836 -0.689 -2.231 0.059
N -1.000 -0.373 -1.004 -0.216
C -2.220 0.175 -0.380 -0.229
C -2.182 -0.089 1.140 -0.408
C -0.733 -0.684 1.398 -0.407
C 0.006 -0.270 0.055 -0.001
C 1.545 -0.500 -0.010 -0.211
N 1.733 0.951 0.148 -0.414
C 2.939 1.718 0.291 -0.434
C 0.478 1.379 0.188 0.724
O -0.190 2.377 0.199 -0.550
H 0.143 -1.002 -2.688 0.237
H -1.667 -0.416 -2.992 0.241
H -3.021 -0.144 -0.901 0.227
H -2.085 1.221 -0.510 0.255
H -2.950 -0.899 1.514 0.241
H -2.427 0.856 1.529 0.244
H -0.266 -0.147 2.267 0.247
H -0.775 -1.746 1.638 0.238
H 2.047 -1.160 0.804 0.246
H 1.960 -0.721 -1.042 0.213
H 3.852 1.012 0.083 0.229
H 2.976 2.409 -0.551 0.234
H 3.036 2.134 1.299 0.236


24
Properties=species:S:1:pos:R:3:nbo_charge:R:1 method="wB97M-V/def2-TZVPD" gap_ev=8.9815 e_homo_ev=-12.885 energy_ha=-497.09399 charge=+1 e_above_lowest_kj_mol=149.35 smiles="Cc1ccoc1C(=[NH2+])N(C)C"
C 2.273 -2.000 0.117 -0.621
C 1.950 -0.522 0.078 0.039
C 2.973 0.478 0.086 -0.311
C 2.298 1.720 -0.044 0.202
O 0.995 1.482 -0.099 -0.400
C 0.725 0.096 -0.092 0.107
C -0.646 -0.419 -0.110 0.517
N -0.949 -1.682 -0.505 -0.729
N -1.702 0.415 0.066 -0.343
C -1.599 1.849 0.034 -0.423
C -3.037 0.040 0.194 -0.404
H 1.425 -2.621 -0.102 0.183
H 2.957 -2.324 -0.616 0.252
H 2.670 -2.246 1.034 0.246
H 4.000 0.285 0.266 0.251
H 2.671 2.733 -0.267 0.241
H -0.165 -2.272 -0.361 0.419
H -1.959 -1.790 -0.291 0.416
H -1.187 2.190 -1.012 0.230
H -2.535 2.305 0.197 0.226
H -0.900 2.263 0.777 0.242
H -3.206 -1.002 0.235 0.195
H -3.482 0.599 1.042 0.238
H -3.570 0.422 -0.629 0.226


25
Properties=species:S:1:pos:R:3:nbo_charge:R:1 method="wB97M-V/def2-TZVPD" gap_ev="6.1116 / 5.6452" e_homo_ev="-5.320 / -8.211" energy_ha=-1161.40350 spin_multiplicity=3 e_above_lowest_kj_mol=157.06
C -0.744 3.778 0.101 -0.225
C -0.241 2.746 -0.204 -0.050
C 1.140 1.003 -1.224 -0.561
C 0.500 1.560 -0.162 -0.083
C 0.483 0.732 1.092 -0.230
C 1.278 -1.587 1.736 -0.395
C -3.040 -0.177 -0.487 -0.078
C -1.693 -1.877 -1.523 -0.434
N 1.142 -0.534 0.718 -0.756
N -1.890 -0.782 -0.656 -0.408
P 1.872 -0.527 -0.762 1.014
S 3.977 0.191 -0.642 -0.321
H -1.049 4.789 -0.059 0.230
H 1.240 1.512 -2.158 0.236
H 1.154 1.255 1.764 0.205
H -0.412 0.608 1.675 0.223
H 0.309 -2.016 2.088 0.200
H 1.901 -2.391 1.488 0.212
H 1.722 -0.960 2.655 0.183
H -4.081 -0.695 -0.684 0.133
H 4.200 -0.907 0.011 0.114
H -3.135 0.794 -0.013 0.182
H -1.284 -2.609 -0.652 0.202
H -2.541 -2.275 -2.024 0.185
H -0.808 -1.633 -2.079 0.224


24
Properties=species:S:1:pos:R:3:nbo_charge:R:1 method="wB97M-V/def2-TZVPD" gap_ev=7.4058 e_homo_ev=-12.922 energy_ha=-819.93234 charge=+1 e_above_lowest_kj_mol=384.33
C 1.315 -1.427 1.145 -0.325
C 2.267 -1.312 0.153 0.090
C 0.164 -0.671 1.118 -0.134
C 2.991 1.374 0.207 0.273
C 2.258 -0.510 -1.073 -0.450
C 3.401 0.511 -0.920 -0.522
C -4.266 -0.081 -0.399 -0.448
C -2.177 0.880 0.689 -0.176
N 2.526 1.952 1.091 -0.306
N -3.294 0.986 -0.082 -0.573
S -0.743 -0.247 -0.237 0.314
H 1.463 -1.879 2.034 0.248
H 3.176 -1.673 0.256 0.200
H 2.604 -1.213 -1.996 0.272
H 1.352 -0.109 -1.249 0.224
H 3.710 0.961 -1.888 0.287
H 4.405 0.118 -0.714 0.270
H -4.707 -0.724 0.480 0.236
H -5.198 0.275 -0.810 0.243
H -3.703 -0.847 -1.190 0.191
H -1.827 1.891 0.633 0.246
H -2.362 0.259 1.533 0.220
H -3.086 1.692 -0.749 0.386
H -0.270 -0.206 1.966 0.232


24
Properties=species:S:1:pos:R:3:nbo_charge:R:1 method="wB97M-V/def2-TZVPD" gap_ev="4.7122 / 8.1819" e_homo_ev="-5.314 / -7.428" energy_ha=-476.70953 e_above_lowest_kj_mol=507.04
C 3.608 0.381 -0.112 0.167
C -2.099 0.457 0.760 -0.448
C -1.570 1.823 0.082 -0.444
C 1.768 -1.203 -0.506 -0.442
C -1.534 -0.557 -0.143 -0.219
C 0.618 -0.679 -1.523 -0.182
C -0.488 1.346 -0.792 -0.038
C 2.477 -0.199 0.286 0.047
N 4.620 0.911 -0.445 -0.332
N -0.461 0.021 -0.945 -0.390
N 1.659 0.332 1.443 -0.809
H -1.829 0.631 1.808 0.236
H -3.246 0.454 0.787 0.225
H -2.304 2.320 -0.652 0.203
H -1.236 2.651 0.757 0.221
H 1.309 -1.743 0.211 0.199
H 2.380 -1.838 -1.023 0.226
H -1.035 -1.523 0.280 0.202
H -2.243 -1.033 -0.941 0.202
H 1.013 0.108 -2.241 0.225
H 0.268 -1.658 -2.059 0.203
H -0.015 2.238 -1.377 0.212
H 2.175 1.094 1.857 0.375
H 1.565 -0.467 2.188 0.362


25
Properties=species:S:1:pos:R:3:nbo_charge:R:1 method="wB97M-V/def2-TZVPD" gap_ev=10.6652 e_homo_ev=-10.239 energy_ha=-552.08109 e_above_lowest_kj_mol=206.38
C -2.109 -0.555 -3.401 0.150
C -2.038 -0.194 -1.391 0.201
C 0.118 -1.247 -0.921 0.714
C 1.068 -1.524 1.549 -0.621
C 0.029 1.459 2.059 -0.613
C 1.895 1.391 0.209 -0.608
C 0.188 -0.634 0.624 -0.270
C 0.477 0.969 0.666 -0.191
N -2.808 -0.021 -2.440 -0.466
N -0.954 -1.066 -2.993 -0.262
N -0.911 -0.801 -1.701 -0.269
O 0.968 -1.952 -1.341 -0.495
H -2.413 -0.621 -4.466 0.209
H -2.247 0.029 -0.352 0.208
H 1.982 -1.748 1.157 0.226
H 1.213 -0.919 2.445 0.207
H 0.512 -2.382 2.033 0.224
H -1.046 1.724 1.952 0.207
H 0.136 0.655 2.717 0.202
H 0.424 2.287 2.531 0.218
H 1.969 1.211 -0.810 0.210
H 1.915 2.409 0.316 0.210
H 2.773 0.983 0.728 0.210
H -0.962 -0.829 0.910 0.202
H -0.178 1.377 -0.082 0.197


25
Properties=species:S:1:pos:R:3:nbo_charge:R:1 method="wB97M-V/def2-TZVPD" gap_ev=7.4100 e_homo_ev=-6.947 energy_ha=-551.98538 e_above_lowest_kj_mol=457.66
H -1.434 -2.317 -1.958 0.328
N -0.633 -1.753 -2.290 -0.377
N -1.068 -0.619 -2.631 -0.094
C -0.064 0.405 -2.609 -0.317
C -0.495 1.257 -1.383 -0.410
C 0.603 1.381 -0.281 -0.430
C 0.062 0.939 1.017 -0.205
C -0.113 1.837 2.173 -0.616
C 0.224 -0.374 1.265 0.476
N 0.581 -1.353 0.313 -0.649
C 0.505 -2.609 1.007 -0.123
C 0.157 -2.327 2.225 0.069
O -0.011 -0.996 2.458 -0.449
H -0.044 1.074 -3.458 0.220
H 0.989 0.188 -2.401 0.197
H -1.574 0.943 -1.254 0.244
H -0.754 2.369 -1.764 0.210
H 1.543 0.845 -0.545 0.213
H 0.939 2.424 -0.296 0.222
H -0.768 1.402 2.964 0.221
H -0.594 2.752 1.741 0.206
H 0.790 2.035 2.729 0.204
H 0.158 -1.154 -0.630 0.419
H 0.977 -3.460 0.508 0.235
H 0.023 -2.888 3.100 0.205


Repeat the fifth record exactly.
24
Properties=species:S:1:pos:R:3:nbo_charge:R:1 method="wB97M-V/def2-TZVPD" gap_ev=8.9815 e_homo_ev=-12.885 energy_ha=-497.09399 charge=+1 e_above_lowest_kj_mol=149.35 smiles="Cc1ccoc1C(=[NH2+])N(C)C"
C 2.273 -2.000 0.117 -0.621
C 1.950 -0.522 0.078 0.039
C 2.973 0.478 0.086 -0.311
C 2.298 1.720 -0.044 0.202
O 0.995 1.482 -0.099 -0.400
C 0.725 0.096 -0.092 0.107
C -0.646 -0.419 -0.110 0.517
N -0.949 -1.682 -0.505 -0.729
N -1.702 0.415 0.066 -0.343
C -1.599 1.849 0.034 -0.423
C -3.037 0.040 0.194 -0.404
H 1.425 -2.621 -0.102 0.183
H 2.957 -2.324 -0.616 0.252
H 2.670 -2.246 1.034 0.246
H 4.000 0.285 0.266 0.251
H 2.671 2.733 -0.267 0.241
H -0.165 -2.272 -0.361 0.419
H -1.959 -1.790 -0.291 0.416
H -1.187 2.190 -1.012 0.230
H -2.535 2.305 0.197 0.226
H -0.900 2.263 0.777 0.242
H -3.206 -1.002 0.235 0.195
H -3.482 0.599 1.042 0.238
H -3.570 0.422 -0.629 0.226